No. 1
# C6H4O

One molecule with the formula C6H4O (ωB97M-V/def2-TZVPD, the OMol25 dataset).

Positions of all 11 atoms, in Å:
C 1.356 0.084 0.393
C 1.773 -0.928 -0.533
C 1.218 0.223 -1.066
C 0.220 0.995 -0.356
C -0.889 0.336 0.204
C -1.256 -1.047 -0.079
O -0.853 -1.695 -1.029
H 1.663 0.514 1.338
H 0.321 2.078 -0.315
H -1.591 0.926 0.788
H -1.961 -1.486 0.656

Results
**Energy relative to the best compared isomer or geometry (same formula, charge and spin)**: 588.60 kJ/mol
**Energy**: -305.98735 Ha
**Kohn-Sham gap (alpha / beta)**: 7.82 / 7.81 eV
**F_max**: 0.0130 hartree/bohr
**LUMO (alpha / beta)**: -0.98 / -0.98 eV

No. 2
# C6H4O

One molecule with the formula C6H4O at a distorted geometry (ωB97M-V/def2-TZVPD, the OMol25 dataset).

Positions of all 11 atoms, in Å:
C 3.019 0.187 0.061
C 1.815 0.199 0.474
C 0.542 0.131 0.901
C -0.498 1.079 0.497
C -1.232 0.343 -0.354
C -0.561 -0.999 -0.410
O 0.011 -1.121 0.902
H 0.491 -0.758 -0.951
H -0.429 2.152 0.596
H -2.005 0.672 -1.037
H -1.152 -1.884 -0.678

Results
**Energy relative to the best compared isomer or geometry (same formula, charge and spin)**: 507.16 kJ/mol
**Energy**: -306.01836 Ha
**Kohn-Sham gap**: 8.35 eV
**F_max**: 0.0543 hartree/bohr
**LUMO**: -1.57 eV

No. 3
# C6H4O

One molecule with the formula C6H4O (ωB97M-V/def2-TZVPD, the OMol25 dataset).

Positions of all 11 atoms, in Å:
C 0.194 -1.876 0.229
C -0.462 -0.555 -0.112
C -1.508 -0.441 -0.894
C 0.099 0.663 0.566
O 0.723 0.563 1.600
C -0.084 1.942 -0.104
C -0.148 3.000 -0.677
H -0.326 -2.732 -0.209
H 0.227 -1.983 1.316
H 1.220 -1.862 -0.152
H -0.194 3.941 -1.183

Results
**Energy relative to the best compared isomer or geometry (same formula, charge and spin)**: 412.58 kJ/mol
**Energy**: -306.05439 Ha
**Kohn-Sham gap**: 9.59 eV
**F_max**: 0.0152 hartree/bohr
**LUMO**: -1.02 eV

No. 4
# C6H4O

One molecule with the formula C6H4O (ωB97M-V/def2-TZVPD, the OMol25 dataset).

Positions of all 11 atoms, in Å:
C 1.579 -0.197 -1.490
C 0.147 -0.078 -1.270
C -0.967 0.008 -0.812
C -1.905 0.018 0.298
O -3.101 -0.143 0.258
C -1.161 0.214 1.546
C -0.501 0.364 2.543
H 1.840 -1.040 -2.132
H 2.006 -0.368 -0.495
H 2.010 0.723 -1.892
H 0.052 0.500 3.446

Results
**Energy relative to the best compared isomer or geometry (same formula, charge and spin)**: 250.58 kJ/mol
**Energy**: -306.11609 Ha
**Kohn-Sham gap**: 10.02 eV
**F_max**: 0.0123 hartree/bohr
**SMILES string**: C#CC(=O)C#CC
**LUMO**: -0.21 eV